1.
17
Properties=species:S:1:pos:R:3 method="wB97M-V/def2-TZVPD" multiplicity=1 e_tot_ev=-19009.31287 smiles="[NH2+]=NC[NH2+]CNS" lumo_energy_ha="-0.4407 / -0.4407" total_charge=+2 gap_ha="0.1505 / 0.1505"
S -3.499 0.213 0.448
N 1.804 0.317 0.617
N -2.381 -0.648 -0.489
N -0.308 0.145 0.506
N 2.865 -0.300 0.316
C 0.877 0.682 -0.322
C -1.142 -1.036 -0.011
H -1.277 -1.544 0.899
H -4.645 -0.430 0.023
H -1.050 0.769 0.764
H 0.777 1.729 -0.600
H 0.375 -0.091 1.400
H 3.107 -0.254 -0.669
H 1.051 0.162 -1.331
H 3.553 -0.421 1.049
H -2.426 -0.462 -1.479
H -0.581 -1.711 -0.782

=====

2.
18
Properties=species:S:1:pos:R:3 method="wB97M-V/def2-TZVPD" multiplicity=1 e_tot_ev=-11173.43587 smiles="C=NC(N)(N)N(N)N" lumo_energy_ha=0.0415 total_charge=0 gap_ha=0.3149
N 1.444 0.056 -0.730
N 0.163 -1.291 0.944
N -0.869 -0.919 -1.097
N -1.989 0.988 0.589
N 0.331 1.553 1.318
N -0.431 0.921 0.321
C -0.045 -0.409 -0.102
C 2.099 -0.837 -1.348
H 1.681 -1.825 -1.611
H 3.091 -0.612 -1.776
H 0.067 2.536 1.314
H -2.306 1.607 -0.162
H -2.064 1.551 1.440
H 0.276 -0.871 1.858
H -0.734 -0.576 -2.036
H -0.195 -2.233 0.920
H -1.827 -1.119 -0.847
H 1.306 1.480 1.005

=====

3.
15
Properties=species:S:1:pos:R:3 method="wB97M-V/def2-TZVPD" multiplicity=1 e_tot_ev=-7814.26199 lumo_energy_ha=-0.1170 total_charge=+1 gap_ha=0.4264
O 1.654 -0.216 1.855
O -0.703 -2.686 -1.480
N -0.734 0.876 0.996
C -0.621 0.757 -0.486
C -0.024 1.722 -1.153
H -1.439 0.247 1.367
H -1.006 1.842 1.205
H -1.022 -0.153 -0.918
H 0.556 2.484 -0.646
H -0.506 -2.682 -2.428
H -0.775 -3.634 -1.291
H 0.203 0.694 1.430
H 0.055 1.726 -2.231
H 2.476 0.021 1.407
H 1.887 -0.998 2.373

=====

4.
15
Properties=species:S:1:pos:R:3 method="wB97M-V/def2-TZVPD" multiplicity=1 e_tot_ev=-7814.02833 lumo_energy_ha=-0.1430 total_charge=+1 gap_ha=0.4044
O 1.182 -0.985 1.315
O 0.337 2.452 1.360
N -1.223 -0.637 -1.481
C 0.799 -1.170 -0.028
C -0.210 -0.118 -0.468
H 0.305 -2.155 0.001
H 1.681 -1.289 -0.666
H 0.160 0.859 -0.770
H 0.485 1.953 2.161
H -1.928 -1.165 -0.972
H -0.825 0.096 0.409
H -1.714 0.158 -1.877
H 1.397 -0.077 1.492
H -0.807 -1.275 -2.156
H 0.362 3.353 1.679

=====

5.
16
Properties=species:S:1:pos:R:3 method="wB97M-V/def2-TZVPD" multiplicity=1 e_tot_ev=-18656.92145 lumo_energy_ha=0.1330 total_charge=-1 gap_ha=0.2377
S -1.996 -0.033 -2.243
O 2.061 2.731 1.425
O 0.697 -3.946 0.800
N -0.205 1.576 -0.327
C 0.004 0.079 -0.386
C -1.411 -0.602 -0.687
H 1.413 2.392 0.699
H 1.580 3.376 1.989
H -2.027 -0.337 0.239
H -1.043 1.789 0.232
H 0.712 -0.116 0.430
H -0.356 1.745 -1.373
H 0.397 -0.177 -1.430
H 1.230 -3.650 0.051
H -1.348 -1.688 -0.573
H 0.293 -3.142 1.153

=====

6.
16
Properties=species:S:1:pos:R:3 method="wB97M-V/def2-TZVPD" multiplicity=2 e_tot_ev=-18655.22300 lumo_energy_ha="0.0277 / -0.0809" total_charge=0 gap_ha="0.3803 / 0.2589" s_squared=0.75
S 0.755 3.336 -1.228
O -2.770 -4.010 -0.864
O -0.599 -0.376 3.034
N 1.140 0.697 0.730
C 1.247 1.650 -1.614
C 0.651 0.628 -0.639
H 0.862 -0.370 -0.988
H 0.994 1.628 1.105
H -0.425 0.790 -0.638
H 0.985 1.408 -2.636
H -0.245 -0.399 2.131
H -3.312 -3.225 -0.718
H 2.340 1.668 -1.550
H -0.832 0.544 3.177
H 2.146 0.554 0.752
H -2.937 -4.524 -0.055